{
  "formula": "C64H160AsF6N8O8",
  "method": "the ωB97M-V functional and the def2-TZVPD basis",
  "species": ["C", "C", "N", "C", "C", "C", "C", "C", "O", "C", "H", "H", "H", "H", "H", "H", "H", "H", "H", "H", "H", "H", "H", "H", "H", "H", "H", "H", "H", "H", "C", "C", "N", "C", "C", "C", "C", "C", "O", "C", "H", "H", "H", "H", "H", "H", "H", "H", "H", "H", "H", "H", "H", "H", "H", "H", "H", "H", "H", "H", "C", "C", "N", "C", "C", "C", "C", "C", "O", "C", "H", "H", "H", "H", "H", "H", "H", "H", "H", "H", "H", "H", "H", "H", "H", "H", "H", "H", "H", "H", "C", "C", "N", "C", "C", "C", "C", "C", "O", "C", "H", "H", "H", "H", "H", "H", "H", "H", "H", "H", "H", "H", "H", "H", "H", "H", "H", "H", "H", "H", "C", "C", "N", "C", "C", "C", "C", "C", "O", "C", "H", "H", "H", "H", "H", "H", "H", "H", "H", "H", "H", "H", "H", "H", "H", "H", "H", "H", "H", "H", "C", "C", "N", "C", "C", "C", "C", "C", "O", "C", "H", "H", "H", "H", "H", "H", "H", "H", "H", "H", "H", "H", "H", "H", "H", "H", "H", "H", "H", "H", "C", "C", "N", "C", "C", "C", "C", "C", "O", "C", "H", "H", "H", "H", "H", "H", "H", "H", "H", "H", "H", "H", "H", "H", "H", "H", "H", "H", "H", "H", "C", "C", "N", "C", "C", "C", "C", "C", "O", "C", "H", "H", "H", "H", "H", "H", "H", "H", "H", "H", "H", "H", "H", "H", "H", "H", "H", "H", "H", "H", "As", "F", "F", "F", "F", "F", "F"],
  "xyz": [[12.39174, 26.24476, 13.24348], [13.30718, 27.32150, 12.69290], [12.59115, 28.22056, 11.63069], [11.66777, 27.37180, 10.66664], [11.66194, 29.21742, 12.36655], [12.32739, 30.36118, 13.21407], [13.64695, 28.96054, 10.80691], [14.42387, 28.08995, 9.75344], [15.54081, 27.35878, 10.35007], [16.18206, 26.46094, 9.47968], [12.12653, 25.55329, 12.44371], [11.51855, 26.60322, 13.78861], [12.88085, 25.57603, 13.95177], [14.07086, 26.68196, 12.25030], [13.71658, 28.05004, 13.39271], [10.77729, 27.11506, 11.24044], [12.12315, 26.43054, 10.35883], [11.24348, 27.92187, 9.82670], [11.21052, 28.53466, 13.08638], [10.97895, 29.62837, 11.62309], [13.18704, 30.06817, 13.81677], [11.57790, 30.94878, 13.74425], [12.68303, 31.15805, 12.56091], [14.24470, 29.50168, 11.54037], [13.12336, 29.69119, 10.19039], [14.87257, 28.83111, 9.09204], [13.78092, 27.45955, 9.13918], [16.40505, 26.85657, 8.48879], [15.42092, 25.71222, 9.26015], [16.97129, 25.88849, 9.96702], [3.24427, 9.38249, 9.54748], [3.76949, 8.82032, 8.23553], [2.89485, 9.08542, 6.90691], [1.47934, 8.38184, 7.12190], [2.60193, 10.61695, 6.69359], [3.77704, 11.53735, 6.32756], [3.78197, 8.64292, 5.69901], [3.03743, 8.50480, 4.32135], [2.00158, 7.53871, 4.26957], [1.41056, 7.45624, 2.99157], [3.35573, 10.46673, 9.55794], [3.80111, 9.01925, 10.41125], [2.18509, 9.18895, 9.71710], [3.72385, 7.76736, 8.51356], [4.76132, 9.24119, 8.07043], [1.60456, 7.30992, 7.27500], [0.83343, 8.58839, 6.26852], [0.94213, 8.62943, 8.03743], [2.02456, 10.87601, 7.58109], [1.88143, 10.64901, 5.87631], [4.68635, 11.30063, 6.88001], [3.59478, 12.58640, 6.56078], [4.11883, 11.75528, 5.31573], [4.19739, 7.68523, 6.01266], [4.64246, 9.30635, 5.61233], [3.82918, 8.17216, 3.65009], [2.64862, 9.46540, 3.98344], [0.71398, 6.63185, 2.83908], [2.11191, 7.44357, 2.15728], [0.69186, 8.26928, 2.88886], [6.60684, 18.06734, 16.11471], [7.55626, 18.12567, 17.33652], [6.88573, 18.49136, 18.71424], [7.98791, 18.67487, 19.74286], [6.31649, 19.93089, 18.53865], [5.29138, 20.33634, 19.59989], [5.82262, 17.52659, 19.40071], [6.12560, 16.05686, 19.13903], [7.44872, 15.67764, 19.55617], [7.90626, 14.44654, 18.94419], [5.59508, 17.75852, 16.37753], [7.05833, 17.32794, 15.45324], [6.56401, 19.00593, 15.56215], [8.42950, 18.73603, 17.10627], [7.92507, 17.10634, 17.45078], [8.23735, 17.70602, 20.17553], [7.78155, 19.38306, 20.54534], [8.81171, 19.03972, 19.12937], [5.87694, 20.00526, 17.54397], [7.14702, 20.63387, 18.47424], [4.42570, 19.67875, 19.67910], [4.91565, 21.28918, 19.22704], [5.66206, 20.42198, 20.62135], [4.80809, 17.66284, 19.02620], [5.66648, 17.81987, 20.43883], [5.97987, 15.90958, 18.06890], [5.45427, 15.36903, 19.65314], [8.95354, 14.29461, 19.20538], [7.66712, 14.22511, 17.90406], [7.28072, 13.75467, 19.50819], [21.00898, 18.34595, 6.86608], [19.72083, 18.66163, 7.72929], [18.50398, 17.64750, 7.62602], [18.19008, 17.52050, 6.11053], [18.89272, 16.22975, 8.16013], [17.76447, 15.24227, 8.02806], [17.17095, 18.19830, 8.22913], [17.21153, 18.47391, 9.69696], [18.12975, 19.62308, 9.81294], [18.73159, 19.81999, 11.11753], [20.92182, 18.74521, 5.85559], [21.28207, 17.30690, 6.68196], [21.96141, 18.70318, 7.25770], [19.37175, 19.65413, 7.44433], [19.93761, 18.94016, 8.76058], [17.34335, 16.84193, 6.00710], [19.09339, 17.08413, 5.68425], [17.93995, 18.43182, 5.56736], [19.09381, 16.47979, 9.20183], [19.77773, 15.88525, 7.62518], [18.10608, 14.35924, 8.56810], [17.69429, 14.81940, 7.02589], [16.75002, 15.40052, 8.39408], [16.41518, 17.44147, 8.01910], [17.01515, 19.14365, 7.70937], [17.67860, 17.66023, 10.25182], [16.23722, 18.80852, 10.05312], [18.10777, 20.33153, 11.85052], [19.59294, 20.48384, 11.04350], [19.15184, 18.90223, 11.52888], [6.61636, 28.68920, 4.09607], [6.47373, 30.21868, 4.31757], [5.12503, 30.92033, 3.98412], [3.95314, 30.12262, 4.58874], [5.32437, 32.41647, 4.46537], [5.44442, 32.53153, 5.98975], [4.77427, 30.83083, 2.38031], [5.72512, 31.53634, 1.35032], [7.08712, 31.15460, 1.56538], [8.09715, 31.97120, 1.04669], [6.28321, 28.09638, 4.94794], [7.65287, 28.39346, 3.93388], [6.08434, 28.25271, 3.25078], [7.28515, 30.79107, 3.86804], [6.69829, 30.34679, 5.37646], [3.67327, 29.20811, 4.06582], [3.05381, 30.73212, 4.50024], [4.10919, 30.09709, 5.66721], [4.38821, 32.89208, 4.17296], [6.17379, 32.84493, 3.93338], [6.26651, 31.95849, 6.41856], [4.55701, 32.14814, 6.49334], [5.67228, 33.54663, 6.31494], [3.77082, 31.24279, 2.27319], [4.80327, 29.78059, 2.09002], [5.61528, 32.58900, 1.61099], [5.26869, 31.41958, 0.36739], [9.10630, 31.56098, 1.00865], [8.29996, 32.84855, 1.66086], [7.78438, 32.44457, 0.11599], [12.15582, 14.21162, -2.74873], [12.61266, 15.49864, -2.17716], [11.52576, 16.27698, -1.45377], [10.85532, 15.44222, -0.36352], [12.39947, 17.40462, -0.74418], [13.11011, 18.54989, -1.62825], [10.43108, 16.85192, -2.35617], [9.13602, 17.37102, -1.71035], [9.48629, 18.47326, -0.94328], [8.50098, 19.39130, -0.40289], [11.12836, 14.02885, -3.06339], [12.30740, 13.43693, -1.99708], [12.94980, 13.89912, -3.42702], [13.12736, 16.20703, -2.82631], [13.34563, 15.13482, -1.45710], [10.49605, 16.18672, 0.34694], [11.68656, 14.96989, 0.15999], [10.31322, 14.65122, -0.88176], [12.94865, 16.88177, 0.03884], [11.65873, 17.90086, -0.11715], [13.58594, 19.29717, -0.99322], [12.35155, 18.99532, -2.27192], [13.84792, 18.17098, -2.33546], [10.09115, 15.92625, -2.82056], [10.78522, 17.52993, -3.13269], [8.60430, 16.69713, -1.03862], [8.60553, 17.71885, -2.59675], [9.06929, 20.24339, -0.02997], [7.93410, 18.90134, 0.38874], [7.74295, 19.77786, -1.08410], [13.95807, 5.87883, 11.69405], [12.44365, 5.67119, 11.09701], [11.27536, 5.41708, 12.10950], [9.96188, 5.34400, 11.27933], [11.48116, 4.12486, 12.91801], [11.28681, 2.82255, 12.07380], [11.09649, 6.48123, 13.18188], [11.42149, 7.93596, 12.78060], [10.69757, 8.35408, 11.62234], [10.85459, 9.76594, 11.40918], [14.55909, 6.61562, 11.16113], [14.50617, 4.93667, 11.69539], [14.07527, 6.30217, 12.69161], [12.39948, 5.05344, 10.20005], [12.29375, 6.68027, 10.71310], [9.61763, 6.27296, 10.82477], [9.21242, 5.09806, 12.03160], [10.02501, 4.58323, 10.50128], [10.92498, 4.08435, 13.85457], [12.50196, 4.18876, 13.29479], [11.80658, 1.87292, 12.20089], [11.71706, 3.08483, 11.10726], [10.22622, 2.60233, 11.95227], [11.67721, 6.25884, 14.07709], [10.05809, 6.55046, 13.50595], [12.49842, 8.10142, 12.74948], [11.01196, 8.41885, 13.66784], [9.90486, 10.30051, 11.38962], [11.37501, 9.91461, 10.46306], [11.33823, 10.20886, 12.27982], [-2.31006, 22.81717, 7.62308], [-1.43178, 21.99018, 6.61291], [-1.64820, 20.47111, 6.63378], [-0.55058, 19.91605, 5.70237], [-1.46512, 19.97175, 8.05745], [0.02454, 20.03978, 8.62419], [-3.03386, 20.11217, 6.05907], [-3.38085, 18.66476, 5.77580], [-2.37171, 17.98356, 5.16174], [-2.38696, 18.17093, 3.77133], [-3.38927, 22.66435, 7.61745], [-2.26361, 23.89817, 7.49130], [-2.19904, 22.78526, 8.70695], [-0.37333, 22.24859, 6.64449], [-1.79712, 22.21689, 5.61129], [0.39721, 20.37006, 5.99164], [-0.83893, 20.18018, 4.68493], [-0.46044, 18.85193, 5.92060], [-1.80584, 18.94208, 7.94885], [-2.25469, 20.40505, 8.67138], [0.59015, 19.17484, 8.27768], [-0.03777, 19.72475, 9.66581], [0.45355, 21.03601, 8.51660], [-3.02790, 20.56268, 5.06656], [-3.83702, 20.50242, 6.68418], [-4.38245, 18.53189, 5.36686], [-3.48110, 18.24534, 6.77688], [-3.24973, 17.65257, 3.35295], [-1.39735, 17.83752, 3.45887], [-2.37609, 19.21230, 3.44958], [8.73641, 19.20841, 6.92471], [10.12461, 18.84219, 5.93710], [8.53321, 20.74658, 5.88100], [7.28681, 19.80502, 7.81741], [8.82231, 17.79042, 7.99735], [9.78484, 20.06351, 8.12722], [7.71339, 18.29987, 5.87139]],
  "atomic_forces_ev_per_a": [[-0.54, -0.11, 0.60], [-0.68, -0.49, -0.52], [-0.09, -0.64, -1.38], [-0.18, 0.29, 1.53], [1.04, -0.15, 1.23], [0.16, 0.20, -1.83], [-0.22, -1.11, -0.60], [1.71, 0.44, 1.43], [-1.14, 1.27, 0.51], [-1.62, -1.14, -0.65], [-0.37, 0.21, -0.01], [-0.18, -0.02, -0.27], [0.54, 0.41, 0.09], [0.49, 1.11, -0.61], [0.04, -0.42, 0.08], [0.20, -0.09, 0.28], [0.33, 0.41, 0.01], [0.84, 0.45, -0.01], [-0.75, 0.32, -0.30], [-0.05, -0.19, 0.19], [-0.44, -0.12, 0.29], [-0.18, -0.78, 0.53], [0.38, -0.18, -0.38], [0.41, -0.23, -0.34], [-0.24, 0.10, 0.22], [-0.08, 0.10, -0.25], [-0.14, -0.21, 0.21], [0.69, 0.46, 0.24], [-0.11, -0.59, -0.27], [0.25, 0.79, 0.04], [-0.66, 1.71, -0.39], [-1.11, 0.18, 0.13], [0.18, 0.87, 1.24], [0.99, -0.30, -0.54], [-0.34, -0.73, -0.52], [0.76, 0.61, 0.86], [-1.87, -1.51, 0.15], [0.24, -0.31, 0.57], [0.66, -0.30, 1.06], [-1.22, 0.56, -0.72], [-0.05, 0.14, 0.15], [0.10, -0.31, -0.30], [0.09, -0.25, 0.03], [0.54, -0.38, -1.44], [-0.04, -0.51, -0.37], [0.49, -0.03, -0.71], [0.39, -0.11, 0.00], [0.63, 1.07, 0.04], [0.46, 0.43, 0.06], [-0.05, -0.23, 0.01], [0.00, -0.09, 0.19], [-0.64, -0.10, 0.83], [-0.54, -1.34, -0.57], [-0.22, -0.20, -0.20], [-0.44, 0.32, 0.06], [0.23, 0.29, -0.27], [0.11, 0.28, -0.05], [0.63, -0.67, 0.78], [0.25, 0.10, 0.16], [0.33, 0.70, -0.30], [0.45, 0.34, 0.54], [-1.36, -1.64, 0.23], [-0.29, 1.63, 0.64], [0.84, -0.68, -0.65], [-0.74, -0.71, 0.00], [0.03, 0.02, -0.37], [0.04, -0.27, -0.96], [1.28, -0.35, 0.37], [0.18, 1.14, -1.72], [-1.32, -0.46, 1.96], [0.05, -0.09, -0.03], [-0.25, -0.01, -0.11], [-0.10, 0.01, 0.14], [-0.31, 0.44, 0.66], [0.14, 0.11, 0.46], [0.02, 0.11, -0.18], [-0.54, -0.02, -0.34], [0.25, 0.06, 0.57], [-0.31, -0.41, 0.12], [0.28, -0.29, 0.45], [0.06, -0.02, -0.39], [-0.04, 0.17, 0.47], [0.31, 0.30, -0.19], [0.22, 0.35, -0.75], [1.00, 0.02, 0.07], [0.20, -0.25, -0.24], [-0.61, 0.40, 0.09], [-0.17, 0.19, -0.20], [0.17, 0.91, -0.33], [0.48, -0.98, -0.15], [-0.63, -0.53, -0.28], [0.75, 0.24, -0.21], [0.24, 0.95, -1.74], [0.51, -0.84, 0.75], [-1.27, 2.06, 0.31], [0.33, -1.76, -0.32], [1.13, -0.42, -0.18], [2.10, 1.91, 0.30], [-0.38, -0.46, 0.99], [0.26, 0.15, -0.30], [-0.16, 0.26, 0.11], [-0.57, -0.39, 0.36], [-0.47, 0.58, 0.54], [-0.58, -0.30, -0.65], [0.05, -1.25, 0.15], [0.20, -0.03, 0.02], [-0.26, -0.03, -0.21], [0.22, 0.34, 0.72], [0.41, -0.50, -0.03], [-0.06, 0.26, 0.18], [0.04, -0.05, 0.32], [-0.12, 0.40, -0.23], [0.30, 0.69, 0.13], [0.02, 0.31, -0.29], [-0.25, -0.21, -0.13], [-0.59, -0.21, 0.29], [-0.12, -0.55, 0.14], [-0.57, -0.38, -0.13], [-0.03, 0.06, -0.67], [-0.36, -0.30, 0.03], [-0.52, -0.05, -0.34], [0.38, -0.65, 0.30], [0.88, -1.19, -1.83], [-0.08, 2.21, 0.60], [-1.39, -1.09, 0.44], [0.43, -0.63, 0.09], [1.77, 0.08, 0.14], [0.15, 1.16, 2.58], [-1.11, -1.43, 0.08], [0.14, 2.18, -0.39], [-0.12, 0.30, 0.21], [0.10, 0.45, 0.03], [-0.08, 0.41, -0.24], [-0.49, -0.17, -0.65], [-0.75, 0.21, 0.09], [0.98, -0.11, 0.20], [0.06, 0.35, -0.23], [0.20, -0.80, -0.17], [0.19, 0.24, -0.24], [-0.11, -0.34, -0.10], [0.14, -0.06, -0.28], [-0.16, 0.40, -0.06], [-0.45, 0.14, -0.33], [0.09, -0.05, 0.14], [-0.26, -0.14, 0.70], [0.22, 0.47, -0.39], [0.46, -0.45, -0.27], [-0.55, -1.03, -0.37], [-0.47, 0.26, 0.68], [0.29, -0.51, -0.46], [0.44, -1.90, -0.01], [-0.64, 0.22, 0.29], [1.74, 1.93, 0.95], [2.40, 0.71, -0.68], [-1.41, 1.18, 0.33], [-0.89, -2.11, 0.01], [-0.55, -2.01, 0.22], [1.02, 1.13, 0.17], [0.39, 1.88, 0.72], [0.14, -0.71, -0.03], [0.26, 0.58, -0.75], [-0.27, -0.02, 0.41], [-0.60, 0.04, -0.83], [-0.40, -0.24, -0.31], [0.03, 0.95, 0.47], [-1.17, -0.56, -0.26], [0.02, -0.23, -0.02], [-0.76, 0.46, 0.60], [0.83, -0.17, -0.71], [-0.17, 0.40, -0.34], [-0.28, -0.19, 0.11], [-0.10, 0.31, 0.38], [0.23, -0.17, 0.33], [0.00, 0.12, -0.69], [0.40, -0.03, 0.43], [-0.24, -0.63, -0.70], [-0.80, -0.46, 0.03], [-0.07, -0.25, 0.13], [0.18, 0.01, 0.30], [0.30, -0.24, -0.69], [-0.99, -1.17, 0.01], [1.88, 2.45, 1.35], [-0.41, -0.39, -0.67], [0.03, -0.28, 0.91], [1.12, -1.95, -0.13], [-0.10, 1.35, -1.04], [0.23, 1.45, -0.90], [-0.75, -0.97, 0.29], [0.43, 0.00, 0.66], [-0.19, -0.06, 0.31], [-0.50, -0.21, -0.88], [-0.02, 0.06, -0.03], [-0.87, -0.32, 0.37], [-0.11, -0.61, 0.68], [-0.86, -0.08, 0.04], [0.91, 0.29, 0.26], [-0.09, -0.37, -0.24], [0.21, -0.04, 0.36], [-0.73, 0.55, -0.43], [0.21, 0.10, -0.34], [0.18, 0.36, 1.39], [-0.38, 0.00, -0.48], [0.10, -0.01, -0.07], [0.23, -0.25, -0.30], [-0.13, -0.83, -0.34], [0.02, 0.22, -0.43], [0.26, 0.68, 0.07], [-0.35, -0.46, -0.31], [0.19, 0.22, 0.24], [0.58, 0.07, -0.30], [-0.49, 0.21, 0.43], [-2.18, 0.69, 0.23], [1.02, 0.34, 0.38], [-0.24, 0.06, 1.32], [0.54, -1.18, -0.40], [-2.24, -0.81, -0.07], [-0.09, 0.82, -1.20], [0.17, -0.19, 3.21], [0.16, -0.49, -0.45], [0.87, -0.15, -0.46], [-0.10, -0.54, -0.94], [0.52, -0.04, -0.79], [1.19, -0.79, 0.04], [-0.13, -0.38, 0.32], [0.22, 0.49, -0.02], [-0.20, 0.23, -0.15], [0.22, -0.28, 0.14], [-0.20, 0.18, -0.56], [0.48, -0.31, 0.37], [0.43, 0.56, 0.00], [0.35, 0.60, -0.87], [-0.27, 0.74, 0.31], [0.27, -0.38, 0.04], [-0.10, 0.78, 0.26], [0.33, 0.43, -0.01], [0.01, 0.47, -0.56], [-0.08, -0.64, 0.11], [0.30, -0.09, -0.40], [-0.38, -0.64, -0.51], [-0.49, 0.34, 0.19], [-0.75, 2.62, 1.04], [-0.28, -0.29, 0.61], [0.39, -1.93, 1.32], [1.19, -0.66, -0.59], [0.24, 0.78, -0.90], [-0.85, -0.62, -1.33], [0.07, 0.08, -0.14]],
  "mulliken_charge": [-1.22, -0.18, 0.19, -1.15, -0.31, -1.25, -0.70, -0.77, -0.34, -0.79, 0.33, 0.33, 0.42, 0.18, 0.40, 0.46, 0.41, 0.34, 0.29, 0.49, 0.32, 0.39, 0.37, 0.50, 0.46, 0.48, 0.42, 0.33, 0.33, 0.28, -1.29, -0.29, -0.06, -0.95, -0.45, -1.43, -0.66, -0.73, -0.34, -0.79, 0.34, 0.38, 0.31, 0.42, 0.41, 0.45, 0.37, 0.37, 0.62, 0.48, 0.32, 0.38, 0.38, 0.49, 0.46, 0.47, 0.40, 0.30, 0.31, 0.33, -1.30, -0.36, 0.30, -0.91, -0.39, -1.26, -0.69, -0.91, -0.34, -0.83, 0.31, 0.38, 0.44, 0.36, 0.40, 0.25, 0.38, 0.43, 0.38, 0.41, 0.33, 0.41, 0.36, 0.43, 0.54, 0.35, 0.58, 0.26, 0.34, 0.36, -1.29, -0.28, -0.03, -1.11, -0.24, -1.33, -0.82, -0.48, -0.37, -0.83, 0.37, 0.32, 0.37, 0.48, 0.36, 0.46, 0.48, 0.34, 0.40, 0.41, 0.43, 0.39, 0.31, 0.49, 0.46, 0.31, 0.42, 0.32, 0.30, 0.35, -1.40, -0.34, 0.17, -1.04, -0.29, -1.19, -0.66, -0.76, -0.28, -0.84, 0.40, 0.38, 0.29, 0.54, 0.30, 0.35, 0.45, 0.41, 0.37, 0.33, 0.33, 0.33, 0.40, 0.49, 0.37, 0.43, 0.46, 0.29, 0.33, 0.37, -1.29, -0.31, 0.23, -1.23, -0.47, -1.13, -0.66, -0.63, -0.21, -0.80, 0.31, 0.40, 0.37, 0.35, 0.35, 0.48, 0.43, 0.40, 0.50, 0.39, 0.39, 0.33, 0.33, 0.28, 0.48, 0.40, 0.43, 0.25, 0.31, 0.31, -1.34, -0.44, 0.14, -0.98, -0.53, -1.10, -0.74, -0.73, -0.28, -0.80, 0.40, 0.37, 0.34, 0.60, 0.34, 0.23, 0.48, 0.41, 0.49, 0.44, 0.38, 0.26, 0.34, 0.45, 0.46, 0.40, 0.51, 0.26, 0.26, 0.37, -1.36, -0.35, 0.15, -1.07, -0.49, -1.28, -0.53, -0.86, -0.33, -0.80, 0.36, 0.41, 0.37, 0.50, 0.45, 0.48, 0.33, 0.43, 0.38, 0.55, 0.36, 0.43, 0.30, 0.36, 0.32, 0.44, 0.44, 0.36, 0.28, 0.36, 1.97, -0.47, -0.54, -0.50, -0.49, -0.51, -0.46],
  "orbital_gap_ev": 9.9,
  "homo_ev": -18.031,
  "charge": 7,
  "e_above_lowest_kj_mol": 0.0
}